# 1
202
Properties=species:S:1:pos:R:3:forces:R:3 method="wB97M-V/def2-TZVPD" total_charge=0 smiles="CC1(C)CCCC(C)(C)N1O.CC1(C)CCCC(C)(C)N1O.COCCNCCOC.COCCNCCOC.COCCNCCOC.O=C1OCCO1.O=C1OCCO1.O=C1OCCO1.O=C1OCCO1.O=C1OCCO1.O=C1OCCO1.O=C1OCCO1" energy_ev=-127725.7636
C -18.20465 22.66931 -28.53958 -0.868 -1.095 -0.040
C -18.87113 23.88295 -27.94661 0.755 0.906 0.067
C -17.93620 24.45719 -26.88083 -0.491 0.807 0.284
C -19.03230 24.91831 -29.07112 -0.535 0.283 -0.952
C -20.12962 24.59860 -30.07394 -2.225 -0.721 1.164
C -21.50672 24.55188 -29.31532 2.909 -0.777 0.871
C -21.43145 23.61619 -28.03711 -1.272 -0.524 -0.282
C -22.62876 24.08347 -27.16525 1.393 0.251 0.169
C -21.72902 22.13866 -28.39724 0.779 0.310 -0.194
N -20.13581 23.68603 -27.28483 -1.761 0.735 0.061
O -20.06000 22.74160 -26.20340 -0.252 0.861 -0.868
H -18.87334 22.17130 -29.24169 0.230 0.316 -0.719
H -17.26620 22.99110 -28.99107 0.076 -0.504 0.040
H -18.12423 21.87723 -27.79510 0.835 0.136 0.342
H -17.87077 23.80451 -26.01029 0.655 -0.328 -0.339
H -17.00887 24.79836 -27.34100 0.369 -0.447 0.231
H -18.37415 25.35128 -26.43711 -0.190 0.209 -0.261
H -19.26047 25.90688 -28.67266 0.119 0.077 0.303
H -18.14345 25.01284 -29.69492 0.547 -0.059 0.594
H -20.32932 25.38934 -30.79707 0.813 -0.199 -0.417
H -20.04506 23.60596 -30.51625 0.566 0.186 -0.511
H -22.26146 24.16521 -30.00011 -0.346 0.457 0.348
H -21.57068 25.58998 -28.98920 -1.041 -0.040 0.105
H -22.88080 23.32943 -26.41959 -0.274 0.089 -0.088
H -23.44848 24.35893 -27.82878 -0.195 -0.265 0.245
H -22.27934 24.97426 -26.64326 -0.264 0.144 0.104
H -21.93626 21.59597 -27.47494 -0.022 -0.143 -0.112
H -20.81550 21.75058 -28.84775 -0.126 -0.453 -0.158
H -22.55144 21.97094 -29.09266 -0.075 0.258 0.060
H -19.96682 21.88665 -26.62999 0.046 -0.500 -0.071
C -14.95629 23.38165 -15.77202 -0.936 -0.632 -1.189
C -14.04462 24.43001 -16.41770 1.412 1.688 0.170
C -14.68093 25.87782 -16.22310 0.155 -0.993 0.889
C -12.59752 24.39681 -15.64944 -0.103 1.806 -1.232
C -11.45373 25.14568 -16.40132 -2.177 -1.109 -0.948
C -11.47908 24.68755 -17.90566 0.713 0.823 0.707
C -12.80083 24.92297 -18.67779 -1.392 -0.318 -0.239
C -13.00842 26.48588 -18.91066 0.891 -1.129 0.618
C -12.82300 24.22136 -20.13886 -0.612 0.860 1.606
N -13.91244 24.19169 -17.87675 3.388 -0.287 0.274
O -15.13486 24.37819 -18.49035 -1.153 0.133 -0.419
H -14.78422 23.11275 -14.72983 0.006 0.560 -0.025
H -16.00263 23.59449 -15.99107 -0.263 0.832 0.798
H -14.99466 22.43658 -16.31377 1.170 -0.363 -0.169
H -14.77130 25.93801 -15.13853 -0.200 0.568 0.079
H -14.13404 26.73769 -16.60994 0.489 -0.379 0.183
H -15.67492 25.98381 -16.65767 -0.026 -0.480 0.024
H -12.68539 25.09116 -14.81382 -0.623 -0.839 0.764
H -12.16793 23.43529 -15.36834 -0.815 -0.260 0.043
H -11.65372 26.21415 -16.32085 -0.015 0.139 -0.318
H -10.51647 25.00598 -15.86268 0.162 -0.361 -0.455
H -11.19483 23.64309 -18.03374 0.100 -0.070 0.268
H -10.65772 25.31607 -18.24979 -0.067 -0.252 -1.176
H -14.02905 26.85328 -19.01752 0.037 -0.337 -0.174
H -12.37377 26.75959 -19.75349 -0.376 0.088 -0.274
H -12.53778 27.00392 -18.07506 -0.252 0.155 0.122
H -12.06061 24.66619 -20.77836 0.112 -0.335 0.010
H -13.79487 24.41556 -20.59260 0.105 0.528 0.088
H -12.85649 23.13207 -20.11877 0.801 -0.094 0.363
H -15.46111 23.47547 -18.47432 -0.459 -0.022 -0.394
C -17.51194 32.58938 -22.15331 0.866 0.627 -0.623
O -16.62653 33.36467 -22.99983 1.567 -0.850 0.472
C -15.20509 33.48044 -22.53003 -1.722 -0.189 0.502
C -14.58798 32.15214 -22.13075 1.137 0.466 0.796
N -14.24734 31.27877 -23.20609 -1.059 -2.113 -0.651
C -13.82497 29.93654 -22.72611 -0.167 0.547 -1.260
C -13.38396 28.99341 -23.82843 -0.252 0.243 -0.585
O -12.24729 29.50326 -24.52389 -1.383 0.725 1.146
C -11.62390 28.58146 -25.34618 0.666 0.287 -0.260
H -18.47178 32.70342 -22.65708 -0.125 0.185 0.569
H -17.44283 32.94015 -21.12361 -0.526 0.490 0.110
H -17.33457 31.51863 -22.05254 0.534 -0.188 -0.634
H -15.26941 34.12299 -21.65191 0.192 0.004 0.319
H -14.63668 34.05639 -23.26029 -0.301 -0.351 -0.405
H -15.15803 31.77326 -21.28245 -0.893 -0.919 -0.705
H -13.64662 32.16021 -21.58132 0.530 1.719 0.540
H -13.57771 31.70985 -23.82726 0.190 -0.128 0.134
H -14.70362 29.46911 -22.28161 0.067 0.052 0.281
H -12.98788 29.93504 -22.02797 0.088 0.420 0.541
H -14.18535 28.77968 -24.53567 -0.286 0.286 -0.251
H -13.19782 28.02319 -23.36785 0.503 -0.231 0.157
H -12.18363 28.26952 -26.22794 -0.558 -0.205 0.094
H -11.35482 27.72447 -24.72872 0.439 -0.315 -0.480
H -10.79123 29.15561 -25.75253 0.484 -0.585 0.114
C -12.02202 19.47815 -26.91489 0.890 -0.617 0.633
O -10.81464 19.59475 -27.63125 0.185 0.531 -1.653
C -10.92129 19.86203 -29.06100 1.583 0.364 0.692
C -9.50449 19.66180 -29.64332 -0.209 -1.123 0.071
N -8.46044 20.56846 -29.15310 -1.128 0.213 -0.753
C -7.14110 20.09932 -29.52986 0.437 0.851 2.219
C -6.10243 20.84814 -28.66237 0.276 0.108 0.595
O -6.45393 20.95857 -27.25219 -0.086 -0.002 -0.300
C -5.41037 21.38078 -26.33986 -0.003 -0.426 -1.041
H -12.64324 18.65403 -27.26563 -0.514 0.387 -0.712
H -12.50600 20.44508 -26.77735 -0.430 -0.190 -0.116
H -11.68932 19.06023 -25.96477 -0.095 0.500 0.413
H -11.11787 20.90183 -29.32234 -0.767 0.194 0.551
H -11.68309 19.21823 -29.50065 0.153 -0.196 -0.163
H -9.51962 19.65361 -30.73318 -0.252 0.595 -0.178
H -9.22968 18.62538 -29.44733 0.171 -0.422 0.420
H -8.49742 20.59686 -28.14418 -0.001 -0.131 0.198
H -6.82042 20.36769 -30.53646 -0.482 -0.441 -0.267
H -7.07669 19.03889 -29.28605 0.292 -0.376 -0.514
H -5.96842 21.84054 -29.09281 -0.009 0.294 0.187
H -5.16163 20.31233 -28.78853 0.257 -0.025 0.220
H -4.64876 20.60175 -26.30571 0.207 0.024 0.002
H -5.76854 21.53059 -25.32134 -0.611 -0.236 -0.276
H -4.95234 22.32419 -26.63697 0.010 0.061 -0.289
C -5.58312 28.92885 -16.84480 -0.584 -1.520 0.877
O -6.42594 29.03308 -17.99805 1.342 0.455 1.181
C -6.86584 30.35955 -18.09968 -1.109 1.016 -1.336
C -7.75946 30.52286 -19.31783 -1.041 -0.909 -0.490
N -9.21713 30.36451 -19.00720 0.587 0.490 0.218
C -9.70529 29.04859 -18.55757 0.099 0.709 -1.478
C -9.71942 28.00873 -19.71891 -0.519 -0.626 2.397
O -10.62884 28.36627 -20.72293 0.093 0.980 -0.650
C -10.61788 27.38791 -21.72846 0.218 -0.394 -0.541
H -5.27929 27.89599 -16.67460 -0.028 -0.258 -0.752
H -6.15994 29.08634 -15.93345 -0.266 0.640 0.080
H -4.65501 29.49324 -16.75434 -0.176 0.637 -0.807
H -6.07658 31.10034 -18.22775 0.673 -0.296 0.233
H -7.48891 30.72255 -17.28230 0.120 -0.383 0.680
H -7.45527 29.83425 -20.10611 0.276 -0.574 0.060
H -7.57189 31.47314 -19.81774 -0.440 0.392 0.480
H -9.74778 30.57348 -19.84078 0.004 0.247 -0.133
H -10.74609 29.18320 -18.26307 -0.201 0.143 -0.120
H -9.21864 28.77753 -17.62065 0.459 -0.559 -0.427
H -10.19569 27.14007 -19.26428 0.511 -0.693 0.233
H -8.72920 27.71421 -20.06652 0.094 0.234 -0.286
H -9.64233 27.31273 -22.20883 0.304 0.087 -0.020
H -11.33212 27.56684 -22.53216 -0.130 0.404 0.449
H -10.82014 26.39738 -21.32099 -0.141 -0.180 0.173
O -15.29446 24.57709 -30.45279 -0.018 3.636 1.382
C -15.05552 25.70817 -29.98969 -0.343 -3.401 -1.391
O -15.87100 26.77406 -29.94488 -1.738 -0.685 -1.373
C -15.20525 27.96978 -29.65982 2.216 0.032 1.413
C -13.92031 27.35595 -28.99176 0.642 1.773 -0.765
O -13.87547 26.00270 -29.46478 -0.092 0.593 0.865
H -14.85850 28.60802 -30.47253 -0.468 -0.692 -0.905
H -15.78993 28.65971 -29.05135 -0.174 -0.670 0.421
H -13.87357 27.51343 -27.91420 -0.132 -0.765 0.069
H -13.03793 27.81167 -29.44101 0.045 0.156 0.357
O -7.99663 24.66054 -19.18477 -0.239 -0.035 -0.565
C -8.43433 24.03895 -20.11260 0.939 -1.048 3.934
O -8.79990 22.72530 -19.99037 0.388 1.388 2.734
C -9.47226 22.31482 -21.09580 0.322 -1.625 -1.632
C -9.12837 23.38467 -22.11737 -0.897 -0.157 -0.757
O -8.56597 24.42915 -21.31353 -0.416 1.069 -3.302
H -8.95075 21.38053 -21.30378 -0.657 -0.366 -0.735
H -10.53908 22.13562 -20.96215 -0.031 0.238 0.264
H -10.02051 23.76012 -22.61857 0.148 0.226 -0.033
H -8.43190 23.00043 -22.86262 0.296 0.439 0.119
O -18.06425 22.19765 -22.77505 2.061 -3.497 -2.739
C -17.50738 21.34007 -23.48593 -0.607 0.304 2.502
O -16.83007 21.52945 -24.61070 -0.412 1.078 -0.782
C -16.18135 20.35481 -25.02343 0.951 -2.100 -0.934
C -16.86596 19.17109 -24.29669 1.248 2.465 0.218
O -17.33481 19.96584 -23.17261 -1.758 0.177 0.689
H -16.14698 20.17345 -26.09768 -0.498 0.825 -0.091
H -15.12971 20.36822 -24.73710 0.031 0.410 0.326
H -16.08685 18.48019 -23.97460 -0.279 0.021 0.372
H -17.58001 18.61483 -24.90400 -0.669 0.437 0.466
O -11.92405 25.19071 -23.50423 -0.820 -1.108 -0.660
C -12.61924 24.80605 -24.41953 0.603 0.034 0.814
O -13.08749 23.53330 -24.63146 0.760 0.605 0.842
C -13.83725 23.50681 -25.84301 0.698 0.037 -0.732
C -13.74150 24.90198 -26.35404 -1.199 1.849 -0.826
O -13.01218 25.60297 -25.39352 0.436 0.949 1.117
H -13.28864 22.96101 -26.61061 -0.710 -1.245 0.497
H -14.88891 23.32111 -25.62474 0.323 -0.930 -0.214
H -14.76376 25.28019 -26.35910 0.069 0.599 -0.381
H -13.20801 25.15577 -27.27005 -0.394 -0.884 -0.346
O -16.62442 27.01626 -24.86980 1.145 -1.939 3.297
C -16.27931 26.51996 -23.78503 -0.536 0.710 -2.468
O -15.92489 27.22206 -22.70698 -0.489 0.075 0.089
C -15.49457 26.31000 -21.67689 0.505 1.052 0.599
C -15.94605 24.98205 -22.12824 -0.199 -1.591 0.197
O -16.13982 25.18385 -23.49525 -0.691 0.669 -2.507
H -14.40524 26.34012 -21.70084 0.033 0.268 0.572
H -15.96172 26.58971 -20.73263 0.480 0.241 -0.031
H -16.85162 24.57805 -21.67568 -0.210 0.309 -0.003
H -15.18690 24.20823 -22.01421 0.058 0.094 0.019
O -14.90269 21.29411 -27.89509 -0.395 -0.923 -3.212
C -14.99133 20.90334 -29.05850 0.434 0.218 1.494
O -15.64719 19.77051 -29.45360 -0.359 0.269 2.790
C -15.55388 19.52107 -30.81741 0.405 0.789 -0.411
C -14.39937 20.46307 -31.16046 0.225 -0.767 -1.412
O -14.38692 21.45417 -30.14582 -0.699 -0.133 0.808
H -15.38014 18.45996 -30.99622 0.169 0.146 0.016
H -16.48908 19.82685 -31.28644 -0.004 -0.020 -0.157
H -14.57484 20.83469 -32.17002 0.330 0.674 0.282
H -13.42338 19.97972 -31.11660 -0.035 -0.225 -0.163
O -10.30715 26.46535 -27.40707 -0.370 2.051 -0.423
C -10.12555 25.31238 -27.51182 -0.892 -1.073 0.149
O -10.85677 24.46268 -28.23590 -1.771 0.676 -0.412
C -10.47796 23.12166 -28.05209 1.281 -0.037 -0.359
C -9.33459 23.22205 -26.99573 -0.624 0.070 -1.228
O -9.22936 24.65189 -26.84082 2.200 -1.571 1.702
H -11.29611 22.46555 -27.75507 -0.125 0.306 -0.021
H -10.10006 22.87535 -29.04437 0.097 -0.864 0.280
H -8.41782 22.81287 -27.42024 0.100 0.174 0.302
H -9.58351 22.71512 -26.06345 0.066 0.371 0.119

=====

# 2
76
Properties=species:S:1:pos:R:3:forces:R:3 method="wB97M-V/def2-TZVPD" total_charge=0 de_lowest_kj_mol=117.3
Zr 1.30473 1.54972 1.99953 -0.235 0.564 -1.151
N 2.94252 -0.10768 4.69317 0.000 0.065 -0.028
C 3.64095 0.65002 3.74175 -0.256 -0.411 0.574
N 4.77295 0.35953 3.13452 0.098 0.195 -0.203
N 4.88378 1.28200 2.16049 -0.126 0.039 0.146
N 3.87433 2.10187 2.18799 0.252 -0.393 0.123
N 3.08466 1.75057 3.23794 -0.148 0.107 -0.255
C 1.57998 0.21326 4.77247 0.605 -0.065 -0.072
N 0.93326 0.71143 5.79521 -0.415 0.009 -0.037
N -0.28738 1.04262 5.29771 0.266 -0.133 0.054
N -0.35161 0.76033 4.04399 -0.143 -0.150 0.265
N 0.81552 0.17079 3.66657 -0.064 0.300 -0.058
H 3.40626 -0.28093 5.57142 0.015 0.001 0.007
S -0.85653 1.07603 0.69682 -0.016 0.067 0.234
C -0.83143 2.17854 -0.67604 -0.068 -0.117 0.061
C -2.00031 2.30453 -1.42444 0.012 -0.046 0.025
C -2.05395 3.13141 -2.53387 -0.423 -0.003 -0.221
C -3.28573 3.21676 -3.28951 0.347 -0.027 0.207
N -4.27567 3.25708 -3.87026 -0.019 0.006 -0.006
C -0.92227 3.86143 -2.90373 0.036 0.295 -0.342
C 0.23882 3.75218 -2.15365 0.052 0.033 -0.015
C 0.30263 2.91926 -1.03892 0.161 0.024 0.072
S 1.81444 2.83813 -0.12841 -0.245 -0.091 -0.044
C -0.95212 4.73678 -4.05516 -0.007 -0.251 0.287
N -0.97234 5.43110 -4.96975 0.026 0.021 -0.001
H -2.88496 1.75269 -1.13568 0.027 -0.027 0.014
H 1.10598 4.32810 -2.44854 0.027 -0.029 0.045
C 0.31827 5.50768 1.89083 -0.022 0.104 0.004
C -1.06784 4.84354 2.04238 -0.131 0.065 -0.037
C -0.87293 3.77618 3.09668 0.443 -0.293 0.078
O 0.54319 3.39379 2.93399 -0.143 0.326 -0.095
C 1.24349 4.67512 2.76281 -0.044 -0.359 0.252
H 0.32006 6.54225 2.23084 -0.014 0.002 -0.038
H 0.64504 5.48527 0.85341 0.008 0.001 -0.002
H -1.37767 4.38436 1.10384 0.013 -0.005 -0.002
H -1.84216 5.54760 2.34387 0.019 0.008 -0.020
H -1.45593 2.86961 2.97533 -0.067 0.036 -0.016
H -0.95689 4.14271 4.11971 -0.088 0.046 0.002
H 2.22277 4.47139 2.33671 -0.006 -0.023 -0.044
H 1.35801 5.07593 3.77003 0.040 0.080 -0.014
Cl -3.71272 -7.92714 -1.50901 0.080 0.084 0.006
C -2.57550 -6.61747 -1.38775 -0.133 -0.148 -0.014
C -1.46715 -6.59454 -2.21657 0.025 0.052 -0.014
C -0.57849 -5.53574 -2.12019 -0.027 0.030 -0.096
C -0.77712 -4.50276 -1.21187 -0.021 -0.084 0.013
C 0.19018 -3.34894 -1.11272 0.007 0.056 -0.182
C 1.26796 -3.60396 -0.07161 0.256 0.108 0.211
N 1.94909 -2.34514 0.22840 0.091 -0.187 -0.180
C 2.88918 -1.69789 -0.55765 -0.189 -0.236 0.074
C 3.01432 -0.45418 -0.04451 -0.031 0.232 0.074
N 2.15852 -0.32269 1.03510 0.246 -0.127 0.223
C 1.54910 -1.49183 1.16959 0.015 0.131 -0.020
O 0.84143 -3.06591 -2.34177 -0.187 0.086 0.081
C 0.28206 -1.91156 -2.99094 0.037 -0.067 0.058
C -1.16936 -2.07749 -3.32532 -0.056 0.156 0.030
C -1.65326 -2.82820 -4.35540 0.309 0.060 -0.141
Cl -0.71704 -3.63177 -5.55139 -0.002 -0.074 0.109
S -3.35161 -2.84720 -4.43392 -0.249 -0.084 -0.056
C -3.46864 -1.83141 -3.06635 0.050 0.118 0.083
C -2.24155 -1.48726 -2.58944 0.014 -0.198 0.090
C -1.89021 -4.58087 -0.38244 -0.015 0.136 0.151
Cl -2.16940 -3.34487 0.82230 0.004 -0.052 -0.068
C -2.80293 -5.61783 -0.46008 0.049 0.009 -0.012
H -1.31388 -7.38872 -2.93327 0.015 0.009 -0.002
H 0.27259 -5.48507 -2.78575 0.025 0.016 -0.018
H -0.36435 -2.46629 -0.77914 -0.008 0.009 -0.016
H 1.99776 -4.33094 -0.42619 -0.031 0.000 -0.073
H 0.83251 -3.97565 0.85540 -0.030 -0.001 -0.015
H 3.35501 -2.18256 -1.39574 0.001 -0.005 0.002
H 3.63967 0.36047 -0.36355 0.013 -0.004 0.009
H 0.80432 -1.72824 1.91185 -0.011 0.011 -0.007
H 0.87749 -1.74984 -3.88785 0.032 -0.103 0.000
H 0.41456 -1.04782 -2.32934 -0.046 0.057 -0.047
H -4.43698 -1.53885 -2.69349 0.020 0.010 0.001
H -2.08384 -0.86066 -1.72071 -0.019 0.040 0.001
H -3.66566 -5.64211 0.18922 -0.001 -0.010 -0.005